[1]
84
Properties=species:S:1:pos:R:3:forces:R:3 method="wB97M-V/def2-TZVPD" e_lumo_ev=-0.2740 e_above_lowest_ev=4.4041 homo_energy_ev=-8.4 fmax_ev_per_a=12.884 homo_lumo_gap_ev=8.095 energy_ha=-1684.35554
C 15.544767 3.955796 23.218295 1.58 1.16 -0.09
O 14.773660 4.939648 23.878413 -0.40 -0.17 0.75
H 15.088953 3.595007 22.337948 -1.42 -1.18 -0.65
H 15.839128 3.154216 23.935759 -0.16 0.74 -0.74
H 16.377088 4.466165 22.712438 0.68 -0.35 0.86
H 14.845541 5.822407 23.508509 0.13 -0.14 -0.16
C 9.454993 -0.487316 27.317705 0.95 -0.55 1.57
O 9.884978 -0.597745 25.957752 -1.47 -0.53 1.06
H 10.339966 -0.577665 28.043403 -0.97 0.01 -1.03
H 8.779901 -1.332375 27.556221 0.26 0.54 -0.34
H 8.965384 0.468714 27.615389 0.16 -0.60 -0.65
H 10.481189 0.123687 25.844657 1.34 1.18 -0.41
C 12.201837 6.061104 22.565494 -2.09 2.86 9.62
O 11.895817 6.401513 23.909740 1.40 -0.88 -6.24
N 12.194073 4.854750 22.231423 0.69 -7.09 -2.44
N 12.570756 6.931629 21.677957 -0.10 4.68 -3.50
H 12.061471 3.985534 22.847750 0.23 1.92 -0.64
H 12.785893 4.622073 21.405962 -1.01 0.04 0.79
H 12.393011 7.941655 21.988393 0.45 -2.15 -0.84
H 12.395323 6.723924 20.625117 0.43 0.59 2.79
C 11.855731 2.969013 25.216147 -3.45 -6.78 2.99
O 11.423019 1.765864 25.839652 2.11 5.70 -2.84
N 12.833422 2.999462 24.320802 1.09 -0.55 -0.54
N 11.165763 4.072156 25.298736 -1.01 1.17 1.48
H 13.269837 2.142633 24.073858 0.20 -0.94 -0.14
H 13.461826 3.781628 24.316155 0.11 0.73 0.06
H 10.423656 4.154722 26.010926 0.90 -0.03 -0.80
H 11.556462 4.893974 24.820593 -0.52 0.54 0.18
C 13.333656 1.292648 20.649943 -1.14 -1.53 7.36
O 13.504007 1.022853 21.973834 -0.07 1.46 -5.59
N 14.190145 1.099335 19.715536 5.63 -1.30 -0.40
N 12.175154 1.649897 20.184376 -5.03 1.95 0.27
H 15.124434 0.756177 20.081343 -1.62 0.61 -1.41
H 13.926401 1.225338 18.757281 0.50 -0.24 -0.10
H 11.343812 1.866523 20.793556 1.45 -0.54 -0.27
H 11.951387 2.031772 19.272493 0.91 -0.44 -0.09
C 6.082106 2.895738 25.402771 -1.79 -0.54 0.19
C 7.499418 2.467062 25.523873 -1.02 11.75 0.37
C 8.263541 2.999328 26.714268 -1.61 3.35 0.75
O 7.689026 1.278976 25.520075 1.90 -12.67 -0.91
H 6.114326 3.982878 25.406077 -0.52 0.12 -0.19
H 5.387467 2.534785 26.196683 0.69 0.29 -0.08
H 5.625268 2.469873 24.479799 0.45 0.60 0.30
H 7.955814 2.998397 24.698857 0.48 0.38 -1.07
H 8.400158 4.128807 26.785180 -0.60 -1.09 -0.08
H 9.227679 2.639580 26.583983 1.94 -1.04 0.34
H 7.752614 2.638737 27.595105 0.29 -0.09 0.60
H 8.652259 1.136063 25.575971 -0.47 -0.98 -0.10
C 7.866483 2.152494 22.262560 0.82 -1.39 0.97
C 9.385809 2.226572 22.461963 -4.55 -0.69 8.18
C 10.017578 0.983489 22.950786 0.54 -1.56 -1.71
O 10.001692 2.568260 21.436766 4.55 2.47 -8.52
H 7.381619 3.100620 22.268292 -0.37 0.89 0.68
H 7.526573 1.418488 23.015810 -0.57 0.68 -0.41
H 7.667059 1.793726 21.285388 -0.13 -0.94 -1.09
H 9.564934 3.035765 23.201561 -0.33 -0.35 0.68
H 11.079538 1.105870 23.140528 0.08 0.06 -0.08
H 9.881602 0.201415 22.164244 0.41 0.50 0.05
H 9.570606 0.494557 23.747461 -0.91 -0.34 1.94
H 9.571007 3.311406 21.043368 -0.15 0.90 -0.69
C 12.923267 -0.883749 24.675656 0.99 0.80 1.40
C 13.654750 -1.922979 23.786598 6.83 8.70 2.62
C 15.002665 -2.482460 24.237095 -0.16 1.18 3.88
O 13.049852 -2.935428 23.466955 -8.60 -8.45 -2.46
H 12.615523 -1.245770 25.715129 0.57 0.34 -1.27
H 12.029114 -0.430571 24.231212 0.05 -0.70 -0.31
H 13.569700 0.056119 24.778616 -0.55 -1.51 0.19
H 14.021391 -1.329117 22.971549 -0.47 0.90 -1.40
H 15.519674 -3.003387 23.502829 0.48 -1.03 -1.70
H 14.752435 -3.181521 25.059601 0.45 0.08 -0.23
H 15.716129 -1.756796 24.644058 -0.20 0.19 -0.03
H 12.104601 -2.815286 23.719152 0.77 -0.64 -0.67
C 8.539666 5.977281 23.979989 3.18 -0.14 -0.10
C 7.641801 6.665680 23.018953 6.09 5.92 4.91
C 8.350267 7.410582 21.969078 0.26 2.11 0.52
O 6.838653 5.887539 22.530794 -9.31 -7.68 -4.51
H 9.547073 5.744271 23.489023 -1.35 -0.32 0.66
H 8.037686 5.107282 24.370216 0.10 -0.39 0.22
H 8.830013 6.646897 24.774585 0.08 0.14 0.55
H 7.094846 7.331408 23.664152 -0.14 1.58 0.29
H 8.853896 8.233422 22.512698 0.15 -0.19 -0.73
H 7.561615 7.821190 21.334212 0.49 0.08 -0.41
H 9.072204 6.799317 21.457826 0.23 -0.26 -0.46
H 6.071590 5.887973 23.132872 0.19 -0.90 -0.98


[2]
50
Properties=species:S:1:pos:R:3:forces:R:3 method="wB97M-V/def2-TZVPD" e_lumo_ev=0.3971 e_above_lowest_ev=13.0524 homo_energy_ev=-7.3 fmax_ev_per_a=11.498 homo_lumo_gap_ev=7.700 energy_ha=-1050.42584
N 19.416000 14.639000 14.873000 2.64 -4.21 -2.03
C 20.227000 15.149000 15.836000 -2.11 2.74 2.49
C 19.453000 16.103000 16.661000 -3.02 -3.03 -7.19
C 18.084000 16.253000 15.931000 2.84 -4.32 -0.36
C 18.131000 14.971000 14.962000 -1.35 5.95 1.93
H 19.819000 13.829000 14.138000 -1.70 2.97 2.87
H 21.256000 14.881000 15.973000 0.09 -0.25 -0.20
H 19.851000 16.741000 17.332000 1.16 1.84 2.21
H 17.265000 17.043000 16.077000 1.28 -1.81 -0.06
H 17.433000 14.711000 14.171000 0.13 0.00 0.32
N 13.082000 20.568000 11.422000 -0.21 -1.01 -0.02
C 14.413000 20.520000 10.919000 -5.58 -10.03 -0.71
C 14.736000 19.276000 10.293000 -3.56 0.22 1.42
C 13.399000 18.540000 10.455000 1.49 9.00 3.58
C 12.423000 19.320000 11.187000 5.10 0.03 -2.27
H 12.663000 21.399000 11.945000 1.06 -1.89 -1.25
H 14.828000 21.325000 10.919000 5.39 9.09 0.22
H 15.679000 18.796000 9.806000 -1.98 1.49 1.06
H 13.329000 17.653000 10.155000 -1.10 -7.23 -2.31
H 11.457000 19.003000 11.489000 -0.58 0.33 0.31
N 26.135000 18.025000 8.508000 2.20 -3.22 1.87
C 25.303000 19.062000 8.575000 -2.71 0.97 3.15
C 24.646000 18.983000 9.970000 2.26 -2.21 -3.58
C 25.096000 17.791000 10.577000 3.42 -2.72 -1.22
C 26.191000 17.187000 9.702000 -4.87 4.48 0.26
H 26.836000 17.762000 7.800000 -0.98 0.89 0.19
H 25.042000 19.765000 7.711000 0.78 -1.26 1.57
H 23.800000 19.468000 10.346000 -0.88 1.22 0.07
H 24.804000 17.169000 11.529000 0.40 1.98 -1.88
H 26.735000 16.279000 9.835000 0.37 -0.13 -0.41
N 19.296000 20.362000 14.354000 0.86 -2.68 0.75
C 19.473000 19.918000 15.688000 -1.81 3.14 -0.04
C 19.283000 21.142000 16.606000 -0.37 -1.70 -6.39
C 19.035000 22.296000 15.601000 1.71 -7.86 -1.60
C 19.112000 21.667000 14.200000 -1.29 3.56 2.08
H 19.322000 19.594000 13.596000 -0.07 2.28 1.29
H 19.298000 18.809000 15.668000 0.71 1.22 1.15
H 19.177000 21.032000 17.678000 0.17 0.48 -0.21
H 18.740000 23.203000 15.933000 -0.59 2.94 0.39
H 18.890000 22.153000 13.140000 0.70 -1.17 2.68
N 19.572000 17.303000 13.159000 3.57 2.88 -3.03
C 20.810000 17.843000 12.572000 -1.75 0.65 -0.86
C 20.375000 18.828000 11.468000 -1.68 -3.50 2.53
C 18.904000 18.795000 11.397000 0.55 -3.44 5.01
C 18.448000 17.798000 12.600000 1.21 2.52 -2.51
H 19.709000 16.594000 13.829000 -0.57 -0.67 1.15
H 21.860000 17.451000 13.051000 -2.98 1.30 -1.65
H 21.026000 19.287000 10.722000 -0.14 -0.06 0.60
H 18.089000 19.295000 10.868000 0.90 0.06 -0.06
H 17.498000 17.634000 13.177000 0.88 0.19 -1.30


[3]
30
Properties=species:S:1:pos:R:3:forces:R:3 method="wB97M-V/def2-TZVPD" e_lumo_ev="-10.2427 / -10.2442" e_above_lowest_ev=0.5383 charge=+2 homo_energy_ev="-15.8 / -15.8" fmax_ev_per_a=5.799 homo_lumo_gap_ev="5.589 / 5.588" energy_ha=-1658.75849
Cl 3.143985 0.839846 -2.025205 -1.40 -0.77 0.78
C -0.684855 -2.204030 -2.087195 0.89 -2.31 0.10
C -1.012990 -2.732036 -0.787011 0.69 -1.00 -1.47
C 0.232859 -3.089466 -0.133539 -1.18 0.69 -0.48
H -2.054270 -2.974903 -0.498263 0.89 0.40 0.23
C 1.333694 -2.774945 -0.982989 -1.78 0.78 -0.84
C 0.766013 -2.184431 -2.180692 -1.51 -1.78 -0.32
H 1.298621 -1.776351 -3.027791 0.30 0.02 -0.01
H -1.392121 -2.145224 -2.934121 0.48 0.67 0.69
H 0.264948 -3.296235 0.933509 0.28 -0.42 -0.13
C 2.695756 -2.434768 -0.548004 0.51 0.19 0.19
Ce 0.349745 -0.593706 -0.490664 0.93 5.58 1.28
C -2.647078 0.154680 -1.280354 -1.54 1.68 0.45
C 0.839052 1.466004 -2.326582 -0.81 2.20 -0.06
O -3.572785 0.809886 -1.218598 1.87 -1.55 -0.27
O 0.706385 2.553330 -2.690341 0.41 -2.76 0.66
H 2.723052 -2.152084 0.514396 0.16 -0.29 0.08
H 3.121503 -1.599203 -1.133453 -0.02 -0.39 0.00
H 3.326752 -3.316267 -0.682031 0.33 0.10 0.17
C -0.474012 2.085836 3.723863 0.17 -0.19 0.84
N -0.933085 2.829876 2.573708 0.23 -0.69 -1.31
C -0.863637 2.286881 1.347031 -1.32 2.46 -0.95
N -1.344051 3.048865 0.316142 0.32 -0.38 1.03
O -0.425698 1.130891 1.038916 0.75 -1.57 -0.32
H -0.149235 1.095305 3.395599 -0.08 0.25 0.07
H -1.294586 1.955223 4.440014 0.30 0.11 -0.10
H 0.378546 2.590120 4.193546 -0.29 -0.11 -0.01
H -1.286827 3.794157 2.668799 0.34 -0.96 -0.03
H -1.332425 2.652355 -0.611067 -0.04 0.47 0.14
H -1.713254 3.980395 0.492378 0.13 -0.43 -0.41


[4]
18
Properties=species:S:1:pos:R:3:forces:R:3 method="wB97M-V/def2-TZVPD" e_lumo_ev=-3.6073 e_above_lowest_ev=0.9081 charge=+1 homo_energy_ev=-13.9 fmax_ev_per_a=3.053 homo_lumo_gap_ev=10.286 energy_ha=-858.59330
C -0.251343 0.874561 1.240875 1.56 2.02 -1.50
C -0.733172 1.159467 -1.077315 -0.41 0.20 -0.84
C 0.563285 -0.874870 -0.588045 2.22 -0.07 -0.78
N -0.448036 0.126677 -0.041503 -0.80 -0.19 0.08
P 2.488815 -0.595022 -0.001403 -1.35 1.48 -0.92
P -1.957700 -0.924935 -0.078901 -1.12 0.45 1.51
H 0.508355 1.719805 0.970537 -1.85 -1.03 0.68
H -1.228109 1.150391 1.656006 0.39 0.43 -0.53
H 0.253593 0.363304 1.982926 0.95 -1.77 1.32
H 0.270029 1.313540 -1.535677 -0.96 0.86 0.22
H -1.335790 0.568840 -1.789562 0.14 0.91 -0.37
H -1.344446 2.081538 -0.700170 1.54 -1.81 -0.61
H 0.479232 -1.044953 -1.775670 -0.22 0.58 2.99
H 0.285775 -1.745367 -0.016640 0.28 -0.84 -0.35
H 2.790956 -1.899376 0.130761 -0.16 -1.75 0.65
H 3.148830 -0.726019 -1.250230 -0.39 0.59 -0.18
H -1.950957 -1.564800 1.298729 0.29 1.08 -1.38
H -2.679023 0.296556 0.269824 -0.12 -1.15 0.01